{"formula": "C53H39N3OOsP2S", "method": "ωB97M-V with the def2-TZVPD basis set", "s_squared": 6.04, "homo_lumo_gap_ev": [7.46, 4.45], "charge": 2, "multiplicity": 5, "lumo_energy_ha": [-0.186, -0.323], "homo_ev": [-12.53, -13.24], "symbols": ["Os", "O", "S", "C", "C", "C", "C", "C", "C", "C", "C", "C", "C", "P", "C", "C", "C", "C", "C", "C", "C", "C", "C", "C", "C", "C", "C", "C", "C", "C", "C", "C", "C", "C", "C", "C", "C", "C", "P", "C", "C", "C", "C", "C", "C", "C", "C", "C", "C", "C", "C", "C", "C", "H", "H", "H", "H", "H", "H", "H", "H", "H", "H", "H", "H", "H", "H", "H", "H", "H", "H", "H", "H", "H", "H", "H", "H", "H", "H", "H", "H", "H", "H", "H", "H", "H", "H", "H", "H", "N", "C", "C", "C", "N", "C", "N", "C", "H", "H", "H"], "positions_angstrom": [[0.890, -1.097, -0.542], [2.444, 1.063, -2.202], [1.625, 1.086, -0.993], [0.305, 2.246, -1.231], [0.427, 3.511, -0.687], [-0.305, 4.619, -1.150], [-1.083, 4.452, -2.263], [-1.874, 5.437, -3.079], [-2.514, 4.596, -4.213], [-2.038, 3.190, -3.967], [-2.274, 2.024, -4.643], [-1.764, 0.836, -4.094], [-0.981, 0.791, -2.951], [-0.884, -0.814, -2.146], [-2.526, -1.019, -1.392], [-3.381, 0.075, -1.252], [-4.628, -0.083, -0.663], [-5.030, -1.326, -0.197], [-4.179, -2.417, -0.315], [-2.938, -2.263, -0.907], [-0.691, -2.065, -3.433], [-1.765, -2.755, -3.991], [-1.537, -3.697, -4.985], [-0.245, -3.946, -5.427], [0.826, -3.245, -4.885], [0.606, -2.308, -3.890], [-0.609, 2.007, -2.311], [-1.214, 3.165, -2.824], [2.531, 1.814, 0.339], [3.609, 2.572, -0.063], [4.227, 3.509, 0.790], [3.651, 3.743, 2.009], [3.964, 4.750, 3.086], [2.908, 4.495, 4.195], [2.063, 3.360, 3.678], [0.978, 2.715, 4.206], [0.478, 1.589, 3.521], [0.968, 1.163, 2.298], [0.729, -0.562, 1.846], [2.050, -1.433, 2.742], [2.758, -0.810, 3.770], [3.751, -1.498, 4.452], [4.048, -2.811, 4.118], [3.353, -3.437, 3.092], [2.368, -2.750, 2.404], [-0.855, -1.097, 2.520], [-2.005, -0.389, 2.165], [-3.238, -0.798, 2.640], [-3.335, -1.928, 3.444], [-2.196, -2.642, 3.785], [-0.952, -2.225, 3.330], [1.990, 1.925, 1.657], [2.548, 2.961, 2.416], [1.148, 3.688, 0.099], [-0.181, 5.580, -0.671], [-2.620, 5.945, -2.467], [-1.213, 6.210, -3.474], [-3.604, 4.640, -4.187], [-2.209, 4.944, -5.200], [-2.872, 1.989, -5.545], [-2.032, -0.099, -4.573], [-3.090, 1.051, -1.616], [-5.290, 0.769, -0.577], [-6.008, -1.448, 0.250], [-4.485, -3.390, 0.047], [-2.305, -3.132, -1.033], [-2.779, -2.554, -3.670], [-2.372, -4.230, -5.420], [-0.072, -4.681, -6.202], [1.831, -3.426, -5.243], [1.445, -1.753, -3.481], [3.952, 2.473, -1.086], [5.087, 4.064, 0.441], [4.982, 4.627, 3.454], [3.895, 5.763, 2.687], [3.376, 4.220, 5.142], [2.300, 5.378, 4.392], [0.544, 3.000, 5.156], [-0.288, 0.998, 4.009], [2.544, 0.212, 4.047], [4.293, -1.005, 5.248], [4.823, -3.345, 4.652], [3.586, -4.459, 2.822], [1.850, -3.248, 1.595], [-1.935, 0.488, 1.528], [-4.126, -0.237, 2.384], [-4.302, -2.248, 3.813], [-2.272, -3.515, 4.420], [-0.062, -2.765, 3.628], [0.226, -2.990, -0.269], [-0.176, -4.059, -0.114], [-0.701, -5.341, 0.090], [0.062, -6.466, -0.268], [0.691, -7.390, -0.556], [-1.990, -5.430, 0.650], [-3.059, -5.453, 1.085], [2.834, -1.827, -0.906], [3.244, -1.315, -1.778], [2.830, -2.903, -1.084], [3.440, -1.608, -0.022]]}


{"formula": "C59H74IrN4O2P2Se", "method": "ωB97M-V with the def2-TZVPD basis set", "homo_lumo_gap_ev": 6.69, "charge": 1, "multiplicity": 1, "lumo_energy_ha": -0.120, "homo_ev": -9.94, "symbols": ["Ir", "C", "C", "C", "C", "C", "C", "C", "Se", "C", "C", "C", "C", "C", "C", "O", "C", "C", "C", "C", "C", "C", "C", "C", "C", "O", "C", "C", "C", "C", "C", "C", "H", "H", "H", "H", "H", "H", "H", "H", "H", "H", "H", "H", "H", "H", "H", "H", "H", "H", "H", "H", "H", "H", "H", "H", "H", "H", "H", "H", "H", "H", "H", "H", "H", "H", "H", "H", "H", "H", "H", "H", "C", "N", "C", "N", "C", "N", "C", "N", "C", "C", "H", "H", "H", "H", "H", "H", "H", "H", "H", "H", "H", "H", "C", "P", "C", "C", "C", "C", "C", "C", "C", "C", "C", "C", "C", "C", "P", "C", "C", "C", "C", "C", "C", "C", "C", "C", "C", "C", "C", "H", "H", "H", "H", "H", "H", "H", "H", "H", "H", "H", "H", "H", "H", "H", "H", "H", "H", "H", "H", "H", "H"], "positions_angstrom": [[-0.289, 0.850, 0.165], [5.904, -4.006, -1.105], [4.414, -4.001, -1.446], [3.785, -5.279, -0.873], [4.267, -4.002, -2.975], [3.695, -2.779, -0.873], [2.343, -2.609, -1.102], [1.707, -1.485, -0.606], [-0.156, -1.205, -0.999], [0.112, -0.394, -2.718], [0.126, -1.188, -3.846], [0.418, -0.613, -5.075], [0.669, 0.753, -5.077], [0.663, 1.579, -3.949], [0.365, 0.980, -2.710], [0.264, 1.692, -1.587], [0.961, 3.073, -4.168], [1.102, 3.911, -2.891], [2.286, 3.216, -4.937], [-0.179, 3.677, -5.003], [0.461, -1.484, -6.330], [0.785, -0.671, -7.583], [-0.905, -2.158, -6.529], [1.542, -2.562, -6.162], [2.332, -0.491, 0.136], [1.664, 0.560, 0.615], [3.718, -0.657, 0.389], [4.339, -1.789, -0.128], [4.495, 0.366, 1.223], [5.987, 0.029, 1.289], [4.369, 1.775, 0.622], [3.951, 0.355, 2.658], [6.369, -4.894, -1.533], [6.415, -3.133, -1.515], [6.072, -4.031, -0.026], [4.292, -6.161, -1.271], [3.872, -5.298, 0.215], [2.728, -5.360, -1.131], [4.769, -4.872, -3.402], [3.219, -4.039, -3.278], [4.711, -3.103, -3.406], [1.780, -3.336, -1.678], [-0.076, -2.251, -3.763], [0.879, 1.224, -6.027], [1.858, 3.504, -2.220], [1.401, 4.922, -3.177], [0.163, 3.979, -2.343], [3.107, 2.778, -4.368], [2.256, 2.736, -5.915], [2.506, 4.273, -5.097], [-1.129, 3.603, -4.467], [0.016, 4.733, -5.203], [-0.295, 3.167, -5.961], [0.029, 0.093, -7.777], [1.760, -0.185, -7.508], [0.814, -1.335, -8.448], [-1.698, -1.412, -6.609], [-0.901, -2.753, -7.445], [-1.149, -2.826, -5.701], [2.528, -2.107, -6.054], [1.359, -3.183, -5.283], [1.560, -3.217, -7.035], [5.395, -1.906, 0.056], [6.437, -0.002, 0.294], [6.501, 0.801, 1.863], [6.171, -0.926, 1.785], [4.771, 1.793, -0.394], [3.337, 2.114, 0.591], [4.950, 2.478, 1.224], [4.037, -0.643, 3.096], [4.522, 1.053, 3.278], [2.907, 0.652, 2.678], [-2.671, 2.747, -0.102], [-4.021, 3.095, -0.464], [-4.941, 2.214, 0.267], [-4.704, 0.810, -0.063], [-3.352, 0.462, 0.294], [-2.339, 1.308, -0.418], [-2.605, 1.137, -1.899], [-3.960, 1.480, -2.256], [-4.206, 2.878, -1.902], [-4.885, 0.631, -1.503], [-2.547, 2.888, 0.973], [-1.954, 3.369, -0.645], [-5.966, 2.478, 0.010], [-4.802, 2.358, 1.341], [-3.147, -0.582, 0.049], [-3.215, 0.607, 1.361], [-2.425, 0.091, -2.151], [-1.908, 1.767, -2.441], [-5.226, 3.145, -2.175], [-3.514, 3.517, -2.453], [-4.705, -0.415, -1.761], [-5.909, 0.887, -1.773], [-1.992, 0.593, 3.621], [-0.540, 0.444, 2.514], [0.344, 2.016, 2.807], [1.141, 2.345, 3.897], [1.841, 3.543, 3.913], [1.766, 4.420, 2.839], [0.977, 4.111, 1.742], [0.266, 2.922, 1.753], [0.374, -0.887, 3.329], [0.762, -2.003, 2.598], [1.455, -3.041, 3.203], [1.754, -2.975, 4.554], [1.338, -1.882, 5.304], [0.644, -0.848, 4.700], [-2.902, -1.025, 3.875], [-3.245, -0.918, 5.669], [-3.281, 0.249, 6.429], [-3.579, 0.198, 7.785], [-3.849, -1.018, 8.395], [-3.818, -2.186, 7.647], [-3.510, -2.136, 6.296], [-4.568, -0.665, 3.189], [-5.353, 0.417, 3.590], [-6.637, 0.578, 3.093], [-7.158, -0.348, 2.197], [-6.389, -1.427, 1.793], [-5.099, -1.583, 2.286], [-2.622, 1.442, 3.346], [-1.544, 0.862, 4.580], [1.261, 1.653, 4.719], [2.464, 3.787, 4.763], [2.325, 5.347, 2.855], [0.908, 4.783, 0.897], [-0.441, 2.816, 0.899], [0.521, -2.073, 1.552], [1.756, -3.897, 2.614], [2.297, -3.781, 5.029], [1.546, -1.840, 6.365], [0.302, -0.025, 5.314], [-3.091, 1.216, 5.978], [-3.604, 1.113, 8.362], [-4.080, -1.055, 9.452], [-4.024, -3.139, 8.117], [-3.470, -3.054, 5.720], [-4.971, 1.123, 4.321], [-7.242, 1.413, 3.423], [-8.167, -0.232, 1.824], [-6.796, -2.157, 1.104], [-4.506, -2.442, 1.990]]}